1.
This record from OMol25 describes C65H53BrHfN8P as an isolated structure at a distorted geometry. The level of theory is the ωB97M-V functional and the def2-TZVPD basis.

As for the LUMO energy: -8.269 eV. The value obtained for the HOMO energy is -14.668 eV. The total charge is +3.

```
129
Properties=species:S:1:pos:R:3:mulliken_charge:R:1
Hf -0.47 0.20 -0.02 -0.712
C 1.75 2.42 -4.45 -0.889
N 1.13 2.56 -3.14 0.697
C 1.05 1.60 -2.20 -0.033
N 0.39 2.06 -1.11 0.861
C 0.03 3.35 -1.40 -0.744
C 0.49 3.67 -2.67 0.711
C 0.31 4.91 -3.44 -0.282
C 1.42 5.62 -3.90 -0.127
C 1.24 6.78 -4.64 -0.890
C -0.05 7.22 -4.93 -0.506
C -1.15 6.51 -4.47 -0.840
C -0.98 5.37 -3.71 -0.133
C -0.51 4.39 -0.49 -0.075
C 0.33 5.48 -0.24 -0.667
C -0.11 6.56 0.51 -0.938
C -1.39 6.56 1.04 -0.752
C -2.23 5.48 0.79 -0.776
C -1.80 4.41 0.03 0.319
P 2.21 0.19 -2.28 -0.733
C 1.07 -1.23 -2.24 -0.203
N 0.33 -1.58 -1.17 0.658
C -0.04 -2.91 -1.36 -0.862
C 0.41 -3.31 -2.59 0.497
N 1.14 -2.26 -3.10 0.685
C 1.87 -2.27 -4.36 -0.790
C 0.25 -4.57 -3.34 -0.482
C -0.92 -4.79 -4.07 0.083
C -1.06 -5.94 -4.84 -0.865
C -0.02 -6.87 -4.88 -0.466
C 1.14 -6.65 -4.15 -0.832
C 1.28 -5.50 -3.39 -0.091
C -0.55 -3.75 -0.27 1.024
C -1.34 -4.87 -0.50 -0.387
C -1.69 -5.71 0.55 -0.972
C -1.27 -5.43 1.84 -0.760
C -0.48 -4.31 2.08 -0.762
C -0.12 -3.48 1.04 -0.313
C 2.58 0.21 -0.48 -0.418
N 1.69 0.16 0.51 0.476
C 2.39 0.21 1.70 -0.455
C 3.74 0.31 1.40 0.609
N 3.82 0.30 0.02 0.657
C 5.06 0.43 -0.74 -0.905
C 4.95 0.47 2.23 -0.640
C 5.13 1.64 2.97 -0.024
C 6.31 1.83 3.66 -0.840
C 7.31 0.87 3.63 -0.468
C 7.12 -0.31 2.92 -0.801
C 5.94 -0.51 2.21 -0.155
C 1.71 0.02 2.98 1.350
C 0.33 -0.23 3.00 1.452
C -0.34 -0.49 4.18 -0.926
C 0.35 -0.51 5.38 -1.292
C 1.72 -0.27 5.38 -1.044
C 2.39 0.00 4.20 -0.583
H 1.54 1.44 -4.86 0.235
H 2.83 2.56 -4.38 0.333
H 1.35 3.18 -5.11 0.472
H 2.42 5.28 -3.66 0.493
H 2.10 7.33 -4.98 0.433
H -0.19 8.12 -5.52 0.435
H -2.15 6.85 -4.70 0.463
H -1.83 4.81 -3.34 0.461
H 1.33 5.48 -0.65 0.485
H 0.55 7.41 0.66 0.468
H -1.74 7.40 1.62 0.464
H -3.24 5.49 1.18 0.533
H -2.49 3.62 -0.21 0.736
H 1.46 -3.06 -4.99 0.403
H 2.92 -2.48 -4.20 0.343
H 1.76 -1.32 -4.87 0.252
H -1.72 -4.06 -4.04 0.512
H -1.96 -6.10 -5.41 0.453
H -0.13 -7.76 -5.48 0.439
H 1.94 -7.37 -4.18 0.449
H 2.19 -5.33 -2.82 0.518
H -1.69 -5.09 -1.50 0.500
H -2.27 -6.60 0.34 0.494
H -1.54 -6.09 2.65 0.465
H -0.14 -4.10 3.09 0.513
H 0.55 -2.65 1.23 0.550
H 5.73 1.10 -0.21 0.351
H 4.84 0.84 -1.72 0.433
H 5.55 -0.53 -0.86 0.367
H 4.35 2.39 2.98 0.523
H 6.46 2.75 4.22 0.444
H 8.23 1.03 4.17 0.442
H 7.88 -1.07 2.91 0.444
H 5.79 -1.43 1.67 0.503
H -0.24 -0.23 2.07 -0.791
H -1.41 -0.66 4.18 0.517
H -0.17 -0.73 6.30 0.526
H 2.27 -0.28 6.31 0.506
H 3.45 0.18 4.21 0.398
C -3.43 2.21 3.82 -1.000
C -2.11 2.35 3.43 -0.816
C -1.73 2.05 2.14 -0.278
C -2.68 1.60 1.20 0.318
C -4.00 1.44 1.60 -0.533
C -4.37 1.75 2.90 -1.138
N -2.16 1.25 -0.06 1.254
C -2.80 1.41 -1.29 1.854
C -2.16 0.81 -2.39 0.216
C -2.63 0.99 -3.68 -0.708
C -3.77 1.75 -3.90 -1.114
C -4.41 2.35 -2.82 -0.984
C -3.94 2.18 -1.52 -0.659
H -3.73 2.47 4.82 0.526
H -1.37 2.71 4.14 0.630
H -0.70 2.24 1.80 0.491
H -4.74 1.07 0.90 0.729
H -5.40 1.64 3.20 0.512
H -1.25 0.21 -2.22 -0.037
H -2.12 0.52 -4.51 0.565
H -4.15 1.89 -4.90 0.505
H -5.29 2.96 -2.98 0.491
H -4.44 2.67 -0.70 0.545
Br -6.42 -3.41 0.72 -0.050
C -4.76 -2.57 0.54 -0.624
C -4.07 -2.11 1.65 -0.841
C -2.85 -1.49 1.47 0.086
N -2.27 -1.32 0.27 1.734
C -2.95 -1.79 -0.79 0.093
C -4.18 -2.40 -0.71 -1.137
H -4.48 -2.23 2.65 0.648
H -2.31 -1.13 2.33 -0.337
H -2.49 -1.66 -1.76 0.213
H -4.67 -2.76 -1.61 0.629
```

2.
This record from OMol25 describes C65H60N6OS3TeTl as an isolated structure. The level of theory is the ωB97M-V functional and the def2-TZVPD basis.

As for the LUMO energy (spin up / spin down): -0.152 / -0.153 eV. As for the spin multiplicity: 2. The value obtained for the HOMO energy (spin up / spin down) is -6.349 / -6.699 eV.

```
137
Properties=species:S:1:pos:R:3:mulliken_charge:R:1
Tl -0.17 -1.06 -0.21 0.764
N 2.61 -0.05 -0.64 -0.759
S 3.65 -0.01 0.35 1.235
N 3.50 -0.85 1.82 -0.221
S 3.31 -0.36 3.25 0.936
N 2.21 0.58 3.77 -0.028
S 0.67 0.49 3.09 0.965
N 0.56 0.49 1.65 0.202
C 0.00 -0.87 4.05 0.922
C -0.50 -0.72 5.33 -1.271
C -0.96 -1.83 6.01 -1.065
C -0.92 -3.09 5.41 -0.842
C -0.42 -3.22 4.12 -1.049
C 0.03 -2.11 3.43 0.442
C -0.07 1.91 3.87 0.166
C 0.62 2.89 4.55 -0.496
C -0.07 4.03 4.97 -0.722
C -1.42 4.15 4.71 -0.801
C -2.10 3.14 4.03 -0.723
C -1.42 2.02 3.59 -0.335
C 3.27 -1.90 4.16 0.419
C 3.48 -3.11 3.52 0.142
C 3.42 -4.27 4.28 -1.035
C 3.14 -4.21 5.63 -0.555
C 2.92 -2.99 6.25 -0.762
C 2.99 -1.82 5.51 -0.756
C 4.78 0.46 3.88 0.584
C 5.99 -0.20 3.68 -0.977
C 7.16 0.42 4.10 -0.846
C 7.10 1.67 4.71 -0.581
C 5.88 2.30 4.89 -0.810
C 4.71 1.70 4.48 -0.016
C 5.23 -0.71 -0.15 -0.163
C 5.84 -1.79 0.46 0.173
C 7.02 -2.30 -0.08 -0.926
C 7.57 -1.72 -1.22 -0.507
C 6.94 -0.65 -1.83 -0.849
C 5.76 -0.15 -1.31 -0.079
C 4.13 1.63 0.93 0.429
C 3.05 2.50 1.06 0.459
C 3.29 3.78 1.53 -0.555
C 4.58 4.19 1.82 -1.077
C 5.64 3.32 1.66 -0.831
C 5.42 2.03 1.21 0.063
H -0.54 0.26 5.80 0.627
H -1.36 -1.72 7.01 0.469
H -1.29 -3.95 5.94 0.465
H -0.41 -4.19 3.65 0.555
H 0.40 -2.21 2.42 0.010
H 1.68 2.79 4.75 0.327
H 0.46 4.81 5.50 0.476
H -1.96 5.03 5.05 0.390
H -3.16 3.24 3.84 0.540
H -1.93 1.23 3.05 0.441
H 3.65 -3.14 2.46 0.539
H 3.57 -5.23 3.80 0.453
H 3.09 -5.12 6.22 0.410
H 2.68 -2.94 7.31 0.446
H 2.79 -0.86 5.97 0.331
H 6.02 -1.16 3.20 0.412
H 8.10 -0.08 3.95 0.471
H 8.01 2.14 5.04 0.394
H 5.85 3.28 5.35 0.459
H 3.75 2.19 4.60 0.522
H 5.40 -2.25 1.33 0.238
H 7.50 -3.15 0.38 0.451
H 8.49 -2.11 -1.63 0.400
H 7.36 -0.20 -2.72 0.409
H 5.24 0.67 -1.79 0.540
H 2.06 2.15 0.82 -0.497
H 2.45 4.46 1.65 0.647
H 4.76 5.20 2.18 0.432
H 6.65 3.64 1.88 0.440
H 6.26 1.34 1.10 0.450
C -6.33 -0.27 -8.16 -1.563
C -5.71 -0.24 -6.79 0.840
C -6.12 -1.11 -5.80 -0.966
C -5.55 -1.10 -4.53 0.927
C -6.06 -2.09 -3.52 -1.241
C -4.52 -0.19 -4.23 -0.451
Te -3.59 -0.16 -2.25 0.639
N -2.87 -0.68 -0.14 -0.545
C -3.06 -0.68 1.14 0.097
O -2.09 -0.76 1.95 -0.139
C -4.46 -0.64 1.73 0.271
C -4.59 -0.89 3.09 -0.337
C -5.84 -0.84 3.69 -0.782
C -6.97 -0.54 2.94 -0.460
C -6.84 -0.30 1.58 -1.026
C -5.59 -0.36 0.98 0.150
C -2.70 -2.04 -2.68 0.315
C -1.79 -2.03 -3.74 -0.472
C -1.11 -3.18 -4.11 -0.804
C -1.35 -4.36 -3.43 -0.647
C -2.26 -4.37 -2.38 -0.603
C -2.94 -3.22 -1.98 1.287
C -3.90 -3.34 -0.83 -1.533
C -4.11 0.70 -5.23 1.252
C -3.03 1.73 -5.03 -1.872
C -4.71 0.67 -6.49 -0.761
H -7.14 -1.00 -8.21 0.338
H -5.60 -0.54 -8.92 0.325
H -6.75 0.70 -8.43 0.352
H -6.92 -1.82 -6.01 0.287
H -7.02 -2.49 -3.84 0.451
H -6.18 -1.65 -2.53 0.098
H -5.36 -2.93 -3.41 0.159
H -3.70 -1.11 3.66 0.499
H -5.93 -1.03 4.75 0.437
H -7.94 -0.50 3.41 0.379
H -7.71 -0.07 0.99 0.443
H -5.49 -0.18 -0.09 0.191
H -1.61 -1.11 -4.27 0.459
H -0.41 -3.15 -4.93 0.412
H -0.84 -5.27 -3.71 0.389
H -2.46 -5.29 -1.86 0.422
H -4.36 -4.33 -0.84 0.582
H -4.69 -2.58 -0.87 0.089
H -3.39 -3.20 0.12 0.224
H -2.58 1.69 -4.04 0.034
H -3.42 2.74 -5.17 0.467
H -2.24 1.59 -5.76 0.373
H -4.37 1.37 -7.24 0.402
C 0.24 5.74 -0.13 -1.683
C 0.01 4.28 -0.40 1.139
C -1.00 3.57 0.23 -0.923
C -1.18 2.23 -0.07 -0.069
N -0.42 1.58 -0.95 0.391
C 0.56 2.25 -1.55 -0.860
C 0.81 3.59 -1.31 -0.680
H -0.38 6.09 0.69 0.338
H 0.00 6.33 -1.01 0.409
H 1.28 5.93 0.12 0.365
H -1.64 4.04 0.96 0.436
H -1.94 1.64 0.41 0.359
H 1.19 1.68 -2.22 0.481
H 1.62 4.08 -1.82 0.401
```

3.
This record from OMol25 describes C65H64N8O5Pt as an isolated structure at a distorted geometry. The level of theory is the ωB97M-V functional and the def2-TZVPD basis.

As for the LUMO energy (spin up / spin down): -0.986 / -2.240 eV. As for the spin multiplicity: 3. The value obtained for the HOMO energy (spin up / spin down) is -5.967 / -7.727 eV.

```
143
Properties=species:S:1:pos:R:3:mulliken_charge:R:1
Pt -0.19 0.04 -0.09 0.570
C -4.57 3.58 -2.00 -2.387
C -5.96 2.97 -2.21 2.721
C -6.60 2.62 -0.86 -1.985
C -6.85 3.99 -2.95 -1.961
C -5.96 1.69 -3.07 0.069
O -6.98 1.27 -3.57 -0.668
N -4.74 1.06 -3.20 0.476
C -4.38 0.06 -4.12 0.287
C -5.20 -0.27 -5.20 -0.524
C -4.82 -1.24 -6.11 -0.831
C -3.61 -1.90 -5.96 -0.768
C -2.79 -1.58 -4.89 -0.716
C -3.16 -0.61 -3.95 0.489
C -2.25 -0.39 -2.80 0.390
C -1.57 0.84 -2.68 0.269
C -1.64 1.91 -3.60 -1.580
C -0.77 2.87 -3.19 -1.238
C -0.14 2.39 -1.99 0.892
N -0.65 1.15 -1.70 -0.619
C 0.80 3.10 -1.24 1.487
C 1.39 2.56 0.00 0.955
C 2.17 3.34 0.98 -1.471
C 1.87 2.95 2.24 -0.730
C 1.02 1.80 2.24 0.440
C 0.92 0.79 3.18 -0.389
C 0.65 -0.56 2.81 0.853
N 0.21 -1.03 1.59 -0.613
C 0.27 -2.40 1.61 0.702
C -0.26 -3.25 0.64 0.327
C -1.04 -2.77 -0.45 0.613
C -1.98 -3.57 -1.16 -1.281
C -2.59 -2.77 -2.08 -1.185
C -2.00 -1.48 -1.97 1.027
N -1.08 -1.50 -0.93 -0.585
C -0.13 -4.72 0.77 0.547
C -0.57 -5.38 1.92 -0.697
C -0.38 -6.74 2.09 -0.920
C 0.27 -7.47 1.11 -0.673
C 0.68 -6.85 -0.06 -0.512
C 0.46 -5.49 -0.25 0.238
N 0.84 -4.85 -1.45 0.073
C 0.73 -5.38 -2.71 -0.284
O 0.43 -6.53 -2.94 -0.683
C 1.01 -4.41 -3.87 3.028
C 2.18 -4.99 -4.67 -2.113
C -0.25 -4.43 -4.75 -1.712
C 1.33 -2.97 -3.45 -2.028
C 0.83 -2.80 2.87 -1.649
C 0.99 -1.68 3.62 -1.043
C 1.19 1.09 4.62 0.225
C 2.28 0.53 5.26 -0.460
C 2.45 0.62 6.63 -1.021
C 1.48 1.25 7.39 -0.505
C 0.41 1.86 6.77 -0.169
C 0.28 1.86 5.38 0.579
N -0.80 2.51 4.75 -0.128
C -1.34 3.78 4.74 -0.220
O -2.22 3.99 3.91 -0.721
C -0.93 4.88 5.73 2.468
C -1.76 4.70 7.01 -1.588
C -1.33 6.23 5.11 -1.861
C 0.58 4.93 6.02 -1.556
N 0.68 1.57 0.89 0.123
C 1.36 4.32 -1.86 -0.493
C 1.96 4.17 -3.12 -0.270
C 2.49 5.23 -3.82 -0.913
C 2.43 6.51 -3.28 -0.805
C 1.86 6.68 -2.03 -0.006
C 1.33 5.61 -1.31 -0.788
N 0.85 5.91 0.00 0.629
C -0.23 6.70 0.37 -0.822
O -0.08 7.45 1.31 -0.715
C -1.59 6.52 -0.31 2.863
C -1.96 5.02 -0.30 -1.302
C -2.62 7.29 0.51 -1.875
C -1.57 7.06 -1.75 -1.762
H -4.68 4.56 -1.53 0.880
H -4.05 3.72 -2.94 0.294
H -3.95 2.97 -1.34 0.419
H -6.73 3.52 -0.26 0.416
H -5.97 1.93 -0.30 0.370
H -7.57 2.16 -1.01 0.451
H -7.03 4.86 -2.31 0.431
H -7.80 3.53 -3.21 0.462
H -6.36 4.33 -3.87 0.399
H -4.00 1.36 -2.59 -0.247
H -6.15 0.23 -5.31 0.550
H -5.48 -1.48 -6.93 0.391
H -3.30 -2.66 -6.67 0.469
H -1.84 -2.08 -4.78 0.530
H -2.26 1.92 -4.49 0.634
H -0.57 3.82 -3.65 0.640
H 2.89 4.09 0.70 0.866
H 2.30 3.36 3.15 0.692
H -2.19 -4.61 -0.96 0.578
H -3.38 -3.04 -2.76 0.641
H -1.12 -4.82 2.66 0.589
H -0.74 -7.23 2.99 0.393
H 0.47 -8.52 1.25 0.392
H 1.17 -7.42 -0.83 0.472
H 0.97 -3.86 -1.38 0.274
H 1.98 -6.03 -4.93 0.406
H 3.11 -4.95 -4.10 0.417
H 2.32 -4.42 -5.59 0.474
H -0.48 -5.45 -5.04 0.404
H -0.08 -3.84 -5.66 0.469
H -1.11 -4.02 -4.22 0.245
H 2.24 -2.92 -2.84 0.458
H 0.50 -2.52 -2.90 0.226
H 1.50 -2.37 -4.34 0.532
H 1.06 -3.81 3.16 0.607
H 1.33 -1.64 4.64 0.604
H 3.03 0.02 4.67 0.616
H 3.31 0.16 7.11 0.397
H 1.55 1.26 8.47 0.433
H -0.35 2.34 7.37 0.203
H -1.17 1.99 3.96 0.280
H -2.82 4.75 6.76 0.422
H -1.53 5.50 7.71 0.414
H -1.57 3.75 7.50 0.227
H -2.38 6.23 4.85 0.371
H -0.76 6.44 4.21 0.418
H -1.15 7.02 5.84 0.453
H 0.90 4.19 6.74 0.409
H 0.82 5.91 6.43 0.481
H 1.15 4.80 5.10 0.126
H 2.02 3.17 -3.53 0.504
H 2.97 5.06 -4.77 0.449
H 2.83 7.35 -3.82 0.418
H 1.82 7.67 -1.59 0.530
H 1.60 6.11 0.64 0.395
H -1.57 4.53 0.59 0.106
H -1.58 4.51 -1.18 0.112
H -3.04 4.93 -0.28 0.630
H -2.73 6.83 1.49 0.340
H -3.58 7.29 0.00 0.435
H -2.30 8.32 0.66 0.426
H -0.84 6.55 -2.37 0.141
H -1.36 8.13 -1.75 0.440
H -2.56 6.91 -2.19 0.418
O 2.69 0.33 0.10 -0.600
C 1.76 1.08 0.06 -0.340
```

Number 1: E_tot -5909.5129 Eh. Number 2: E_tot -4551.4123 Eh. Number 3: E_tot -3448.9290 Eh.